Entry 1:
Here is a 7-piece molecular cluster, C42H52BFN10O6PS overall at a distorted geometry from the Open Molecules 2025 dataset. Energies are from the ωB97M-V functional and the def2-TZVPD basis.

Output
- Highest occupied orbital energy: -9.8 eV
- Total charge: +1

Last column: Mulliken charge in e.
CARTESIAN COORDINATES (ANGSTROEM)
1 S -4.1640 -0.8800 0.1393  -0.077
2 P -1.2074 2.0280 0.1490  0.196
3 F 0.4123 -4.1072 -3.0219  -0.153
4 O 2.4556 -3.9018 -0.8656  -0.321
5 O 1.6860 -3.5617 -2.9461  -0.069
6 O -2.5219 1.8348 1.1335  -0.352
7 O 1.0284 4.5075 -3.9681  -0.536
8 O -1.7896 2.7741 -1.2133  -0.429
9 O 0.4819 -3.8479 1.6679  -0.602
10 N 4.0066 2.6638 4.3068  0.027
11 N -2.8190 2.9816 5.3191  0.093
12 N 6.6545 -4.7248 0.1443  0.049
13 N -1.6153 -0.8645 1.3268  -0.502
14 N -0.3549 0.5470 -0.2791  0.542
15 N -6.2966 -0.7117 7.0801  -0.006
16 N -0.0207 -3.9500 -5.9550  0.104
17 N -7.2046 2.7508 0.5709  0.054
18 N -0.1618 2.9155 0.9228  -0.587
19 N -1.4288 -4.1766 0.1232  -0.652
20 C -0.5817 -4.6201 -7.9915  -0.566
21 C 0.6656 0.6617 -1.2490  0.384
22 C -6.0110 -0.9819 4.9009  -0.101
23 C 0.0971 -1.9270 -0.0913  0.858
24 C -4.2560 4.5587 4.7156  -0.584
25 C 5.6941 1.9906 -2.7641  -0.765
26 C 1.0557 2.0130 -1.9304  -0.583
27 C 8.1624 -4.7547 -1.4805  -0.578
28 C 1.1387 -1.8585 -1.1334  0.807
29 C -1.3617 -3.7070 -6.0922  -0.347
30 C 2.5498 -0.4343 -2.8045  -0.750
31 C -2.1083 4.1516 5.2448  -0.677
32 C 2.7143 2.5588 3.8658  -0.853
33 C 7.8831 -4.7094 0.7491  -0.555
34 C -6.9896 1.6257 -0.1800  -0.203
35 C -1.7378 -4.1095 -7.3476  -0.553
36 C -4.1287 3.2218 4.9925  -0.403
37 C -7.2705 -1.5787 6.6615  -0.439
38 C 4.7753 3.2396 3.3321  -0.463
39 C 6.5323 1.5043 -1.6561  -0.634
40 C -0.0630 3.6067 -3.7358  -0.745
41 C 1.4401 -0.5135 -1.7063  0.306
42 C 4.4147 1.3547 -3.0839  -0.444
43 C 4.3691 -1.5653 -0.4047  -0.449
44 C -2.7415 -1.1185 0.8283  0.303
45 C 6.0506 0.3420 -0.9004  -0.818
46 C 1.8414 -3.1700 -1.5618  -0.887
47 C 4.7627 -0.3103 -1.2402  0.661
48 C 6.8174 -4.7577 -1.2155  -0.390
49 C -5.5226 -0.3493 6.0125  -0.649
50 C 3.9646 3.5129 2.2601  -0.858
51 C -8.5319 3.0804 0.5258  -0.462
52 C 8.8385 -4.7244 -0.2340  -0.366
53 C -7.1208 -1.7633 5.3103  -0.661
54 C -8.1910 1.2387 -0.7159  -0.361
55 C 0.3713 2.1392 -3.3865  -0.213
56 C -9.1694 2.1621 -0.2683  -0.463
57 C 3.9116 0.1757 -2.3279  0.455
58 C -2.9744 5.1482 4.8751  -0.397
59 C 0.4605 -4.5112 -7.1074  -0.396
60 C -0.6178 -0.7052 0.2988  -0.459
61 C 2.6558 3.0814 2.5981  0.522
62 B -0.2758 -3.3580 0.6112  0.937
63 H 8.6117 -4.7735 -2.4610  0.416
64 H 1.7723 3.1459 1.9814  0.362
65 H -0.1529 -4.3569 2.2171  0.321
66 H -6.1700 -0.3921 8.0250  0.194
67 H 6.6403 -0.0824 -0.0516  0.351
68 H -2.3029 -3.6537 0.2398  0.204
69 H -7.9844 -1.9863 7.3588  0.379
70 H 0.5236 -3.7488 -5.1375  0.286
71 H 6.0735 2.8626 -3.3541  0.360
72 H 5.9636 -4.7791 -1.8742  0.451
73 H -0.7403 4.0889 -2.9884  0.186
74 H 5.7710 -4.7145 0.6237  0.193
75 H -4.6923 0.3279 6.1331  0.377
76 H 9.9054 -4.7155 -0.0759  0.411
77 H 5.8295 3.4058 3.4859  0.399
78 H 7.9702 -4.6880 1.8236  0.383
79 H 4.2768 3.9715 1.3347  0.420
80 H 0.8723 2.9149 -1.2949  0.632
81 H -7.7387 -2.3899 4.6867  0.387
82 H -1.0521 4.1726 5.4625  0.488
83 H 5.1315 -1.7515 0.4083  0.504
84 H 4.3394 2.3640 5.2068  0.181
85 H 1.5001 -4.7825 -7.1982  0.374
86 H 3.8461 1.7779 -3.9562  0.252
87 H -2.4869 3.4082 -0.9498  0.363
88 H -8.9066 3.9385 1.0602  0.382
89 H 1.2718 4.4506 -4.9060  0.344
90 H 2.1881 0.1914 -3.6682  0.231
91 H -10.2224 2.1536 -0.5010  0.391
92 H -5.6139 -0.8951 3.9009  0.532
93 H 1.9507 2.1239 4.4914  0.376
94 H 2.7750 -1.4463 -3.2486  0.424
95 H -2.7332 -4.0457 -7.7582  0.385
96 H 2.1664 2.0033 -2.1375  0.010
97 H -0.6591 3.5497 -4.6996  0.396
98 H -1.2902 -4.4046 -0.8663  0.273
99 H -0.5195 3.1304 1.8618  0.149
100 H 1.1183 1.8309 -4.1733  0.387
101 H -6.4979 3.2556 1.0773  0.174
102 H -8.3501 0.3863 -1.3580  0.389
103 H 4.4383 -2.4521 -1.0878  -0.066
104 H -1.9296 -3.2686 -5.2868  0.367
105 H 7.5177 1.9516 -1.3959  0.395
106 H -2.2322 1.8674 2.0706  0.244
107 H -2.7169 6.1862 4.7345  0.429
108 H -6.0023 1.2006 -0.2682  0.090
109 H -2.4384 2.0863 5.5735  0.215
110 H -0.5198 1.4605 -3.4129  0.334
111 H 3.3867 -1.4546 0.1187  0.116
112 H -5.1680 5.0588 4.4291  0.446
113 H -4.8528 2.4219 4.9871  0.390
114 H -0.5211 -5.0227 -8.9903  0.382

***

Entry 2:
Here is a 2-piece molecular cluster, C4H11NO2 overall at a distorted geometry from the Open Molecules 2025 dataset. Energies are from the ωB97M-V functional and the def2-TZVPD basis.

Output
- SMILES string: CCNCC=O.O
- Energy above the lowest of the compared OMol25 structures with the same formula, charge and spin: 182.61 kJ/mol
- Highest occupied orbital energy: -9.1 eV

Last column: natural (NBO) charge in e.
CARTESIAN COORDINATES (ANGSTROEM)
1 O 0.5495 -2.1373 -0.0132  -0.509
2 O -3.5223 -2.3278 0.2682  -0.929
3 N 1.2517 1.3652 0.7232  -0.631
4 C 1.3647 -0.0763 0.8999  -0.334
5 C 1.0959 1.8872 -0.6323  -0.225
6 C -0.3382 2.2366 -1.0109  -0.609
7 C 0.4927 -0.9360 -0.0013  0.431
8 H 2.3907 -0.4220 0.6761  0.193
9 H 2.0762 1.7746 1.1418  0.366
10 H 1.5194 1.2124 -1.3779  0.166
11 H -3.9039 -1.5612 -0.1877  0.463
12 H -0.6751 3.0375 -0.3584  0.210
13 H 1.6344 2.8293 -0.6852  0.198
14 H -0.3355 2.6978 -2.0032  0.206
15 H 1.1183 -0.4026 1.9089  0.231
16 H -0.3531 -0.4085 -0.4796  0.106
17 H -1.0551 1.4212 -0.9918  0.200
18 H -4.1070 -3.0403 -0.0213  0.466

***

Entry 3:
Here is a 3-piece molecular cluster, C5H7BrCl4 overall at a distorted geometry from the Open Molecules 2025 dataset. Energies are from the ωB97M-V functional and the def2-TZVPD basis.

Output
- SMILES string: CC=C(Cl)Cl.C=C(Cl)Br.Cl
- Energy above the lowest of the compared OMol25 structures with the same formula, charge and spin: 0.00 kJ/mol
- Highest occupied orbital energy: -9.3 eV

Last column: natural (NBO) charge in e.
CARTESIAN COORDINATES (ANGSTROEM)
1 Br 1.9452 3.5137 1.7599  0.055
2 Cl 2.4541 -1.3891 -1.3343  0.038
3 Cl -1.7485 -3.9012 1.3727  -0.266
4 Cl 1.9791 -1.6184 1.5748  0.033
5 Cl -0.6946 2.1966 2.7337  0.035
6 C 1.3969 -1.2316 -0.0174  -0.094
7 C -0.4351 -0.7655 -1.6111  -0.643
8 C -0.1458 2.6152 0.0969  -0.460
9 C 0.2387 2.6698 1.3292  -0.105
10 C 0.1666 -0.8013 -0.2258  -0.228
11 H -0.1120 0.1025 -2.1468  0.229
12 H 0.5016 3.0273 -0.7030  0.243
13 H -2.1697 -3.5233 0.2004  0.268
14 H -0.3416 -0.8059 0.6722  0.223
15 H -1.2222 2.3211 -0.0917  0.234
16 H -0.3202 -1.6771 -2.0281  0.224
17 H -1.4924 -0.7329 -1.5816  0.215

***

Entry 4:
Here is C32H37CoO4PS2Si as an isolated structure from the Open Molecules 2025 dataset. Energies are from the ωB97M-V functional and the def2-TZVPD basis.

Output
- 2S+1: 2
- Energy above the lowest of the compared OMol25 structures with the same formula, charge and spin: 308.66 kJ/mol
- Highest occupied orbital energy (spin up / spin down): -6.9 / -7.2 eV

Last column: Löwdin spin population.
CARTESIAN COORDINATES (ANGSTROEM)
1 Co -0.2680 0.7605 -1.4108  1.136
2 S 3.4728 -3.5060 -2.2028  0.006
3 S 0.8358 -1.3905 -1.9074  -0.009
4 P 2.2035 -2.5973 -1.0197  0.002
5 Si -0.6687 0.7918 0.7915  -0.044
6 O -2.6186 1.3652 -2.2035  0.002
7 O -1.5020 -0.6133 -3.1899  0.000
8 O -0.7859 3.2371 -1.5901  0.020
9 O -0.1717 1.6844 -3.4651  0.006
10 C 4.9998 -1.5468 1.7771  0.000
11 C 2.5850 -0.5406 0.8841  -0.003
12 C 4.3281 -2.1759 0.7385  0.000
13 C -0.0974 -5.7437 1.4702  0.000
14 C 0.3487 3.7154 -2.2959  -0.002
15 C -1.2645 -0.3385 2.1476  -0.009
16 C 1.9278 -4.9585 0.4355  0.000
17 C -1.0976 -0.2149 -4.4890  0.000
18 C -3.4567 0.2390 -2.0586  -0.001
19 C -3.0579 2.5946 -1.6766  0.001
20 C 3.1008 -1.6875 0.2933  -0.001
21 C -0.0534 2.2916 1.7252  0.003
22 C -0.3835 4.0936 3.3202  0.000
23 C -2.9982 -0.8934 3.7565  0.000
24 C -0.7690 -4.6294 0.9932  0.000
25 C 1.2543 -5.9065 1.1885  0.000
26 C -0.8306 2.9390 2.6925  0.001
27 C 1.6615 3.9743 2.0629  -0.001
28 C -0.5546 -1.4691 2.5598  -0.001
29 C 1.1946 2.8394 1.4098  -0.003
30 C 3.2510 0.0911 1.9263  0.000
31 C 0.8696 4.6069 3.0114  0.001
32 C 0.7942 2.7258 -3.4005  -0.004
33 C 4.4598 -0.4178 2.3790  0.000
34 C -2.0475 3.6145 -2.1343  0.001
35 C -2.4987 -0.0714 2.7565  -0.001
36 C 1.2615 -3.8258 -0.0370  -0.002
37 C -2.2704 -2.0032 4.1641  0.000
38 C 0.1570 0.6030 -4.3487  0.000
39 C -0.0915 -3.6751 0.2410  0.000
40 C -2.8786 -0.8414 -2.9947  0.000
41 C -1.0521 -2.2886 3.5655  0.000
42 H 4.9840 0.0706 3.1910  0.000
43 H 0.8464 3.2365 -4.3669  0.000
44 H 1.7801 -6.7842 1.5429  0.000
45 H -1.7973 2.5384 2.9761  0.000
46 H 0.1203 4.6954 -2.7211  0.000
47 H -3.0923 0.7862 2.4504  0.000
48 H -2.3227 4.6137 -1.7811  0.000
49 H 2.8317 0.9808 2.3805  0.000
50 H 0.9753 0.0148 -3.9281  0.001
51 H 1.8090 2.3780 0.6446  -0.005
52 H -3.4771 -0.0939 -1.0139  -0.001
53 H -1.0043 4.5827 4.0602  0.000
54 H 1.6622 -0.1313 0.4864  -0.004
55 H 1.1447 3.8390 -1.5645  -0.001
56 H -3.4077 -0.8283 -3.9512  0.000
57 H -1.8800 0.3955 -4.9536  0.000
58 H -0.6240 -6.4881 2.0547  0.000
59 H 1.2292 5.4960 3.5135  0.000
60 H 2.6399 4.3704 1.8200  0.000
61 H -2.0139 3.6156 -3.2273  0.000
62 H 4.7527 -3.0439 0.2501  0.000
63 H -4.4794 0.4909 -2.3597  0.000
64 H 1.7782 2.3046 -3.1781  -0.002
65 H -3.1042 2.5600 -0.5783  0.001
66 H 5.9518 -1.9369 2.1146  0.000
67 H -2.6575 -2.6483 4.9424  0.000
68 H -0.8979 -1.0883 -5.1182  0.000
69 H 0.3938 -1.7244 2.1083  0.000
70 H -2.9975 -1.8319 -2.5531  0.000
71 H -1.8237 -4.4995 1.2035  0.000
72 H 0.4499 0.9857 -5.3322  0.000
73 H -3.9521 -0.6677 4.2163  0.000
74 H -0.4859 -3.1608 3.8671  0.000
75 H -4.0535 2.8559 -2.0535  0.000
76 H 2.9726 -5.0982 0.1876  0.000
77 H 1.0756 1.1943 -1.0441  -0.086
78 H -0.6145 -2.8112 -0.1509  0.000